ORCA calculation (wB97M-V/def2-TZVPD) on a molecular structure, C4H4LiO5Tl in a non-equilibrium geometry.

Each line ends with the Löwdin charge.
Cartesian coordinates (Å):
O -0.06461 0.83318 1.40560  0.012
C 0.58030 -0.21168 1.83621  -0.661
C -1.08127 0.23421 0.00979  0.029
O 1.77022 -0.19129 2.11526  0.089
O 0.03688 -1.34721 1.36843  0.050
C -1.21498 -1.12996 0.70215  -0.103
H -1.56488 0.12326 -0.96999  0.124
H -1.62619 1.16765 0.17669  0.125
H -1.33877 -1.95181 -0.00952  0.146
H -2.02840 -1.12819 1.43722  0.150
O 0.65824 -0.42879 -2.35758  -0.167
C 0.82885 0.20955 -1.27245  -0.410
O 1.42881 1.36463 -1.38733  -0.339
Li 2.09247 1.35376 0.35774  0.779
Tl 1.52331 1.10268 -3.41224  1.177

- E (eV) = -19337.208
- total charge = +1
- spin multiplicity = 2
- HOMO (spin up / spin down) (eV) = -13.30 / -13.63
- relative energy (zero: lowest compared OMol25 entry of this formula, charge and spin) (kcal/mol) = 35.6
- F_max (Eh/bohr) = 0.1697